# C32H32Br2F3IN6O5Sc

A structure of composition C32H32Br2F3IN6O5Sc in a non-equilibrium geometry (ωB97M-V/def2-TZVPD, OMol25).

Output
**Max |F|**: 1.42 eV/Å
**Net charge**: -1
**Total energy**: -8449.724396 hartree
**ΔE to the lowest compared entry with this formula, charge and spin**: 16.5 kcal/mol

Positions of all 82 atoms, in Å:
H (-3.5772, -3.5004, -2.4188)
H (-3.3740, -2.2489, -1.1618)
H (0.6812, -3.2665, -2.3502)
C (2.6221, 3.3787, 1.5126)
O (0.1938, 2.3926, 3.7239)
C (-3.4709, 0.1998, -0.5646)
H (-0.4707, -4.5829, -2.7163)
N (-2.6205, -2.4095, 2.4491)
C (2.5459, -0.4534, -0.2358)
O (1.2098, -3.2298, 0.4450)
O (-0.1733, -1.2277, -1.1409)
F (1.9708, -4.0531, 3.3598)
N (0.9638, 1.6025, 1.7095)
C (-1.6888, -4.2835, -0.5011)
H (1.8530, 5.1352, 0.5814)
C (0.8207, -3.8144, 2.7152)
C (-3.9657, 0.9179, 1.7175)
H (-1.9939, 2.0466, 4.1951)
F (-0.0729, -3.4223, 3.6464)
C (1.7958, 4.0558, 0.4611)
C (4.5647, 3.4216, 2.9397)
H (4.1150, 4.8979, 1.4606)
N (-1.6608, 0.9388, 1.0497)
C (-2.1185, -2.7453, 1.2553)
C (4.1400, 2.2509, 3.5388)
C (-2.8516, 2.2453, -3.5453)
C (-2.3357, 1.6438, 3.2545)
H (5.4749, 3.9049, 3.2693)
C (-3.2114, -0.9579, -5.5230)
H (-0.8452, -2.8951, -3.1831)
C (-3.3796, -1.4834, -3.1699)
C (-0.3736, -3.5372, -2.4345)
H (3.3672, -0.1175, 4.3332)
C (0.0307, 1.8335, 2.6356)
F (0.3725, -5.0055, 2.2657)
C (-2.9162, 0.7786, -3.8752)
C (2.2159, 2.1737, 2.0962)
I (3.8152, 1.1330, -1.0185)
H (2.5755, -1.2050, -1.0405)
H (-3.7195, -2.8845, -4.7415)
H (-3.2406, -1.2786, -6.5553)
C (-1.3768, 1.4205, 2.2714)
C (-2.9928, -0.1679, -2.8291)
H (-4.8949, -2.3950, -1.9949)
H (-3.7796, 2.7181, -3.8642)
H (0.7552, 3.7448, 0.5327)
N (-1.4608, -1.8129, 0.5861)
C (-0.8715, -2.0840, -0.5790)
H (2.1678, 3.8052, -0.5324)
H (-4.4336, 1.5571, 3.7196)
H (2.0511, -0.3228, 3.1603)
H (3.1594, -0.8574, 0.5837)
O (-4.6747, -0.1085, -0.6068)
O (0.7361, -1.5901, 1.8888)
Br (1.7462, 0.2695, -4.3153)
N (-1.0179, -3.3255, -1.1616)
H (-0.5658, 1.1106, -4.1063)
C (0.1265, 0.6603, -3.4013)
H (-2.9308, 1.1133, -5.9806)
C (2.9758, 1.6167, 3.1324)
C (-3.6633, 1.3785, 2.9806)
H (-2.7950, -4.8181, 1.2418)
C (-2.9536, 0.7001, 0.7774)
N (-2.6130, 0.2235, -1.5589)
C (2.5301, 0.3769, 3.8432)
H (-2.0341, 2.7638, -4.0442)
C (-3.4448, -1.8622, -4.5026)
H (-4.9762, 0.7009, 1.4037)
H (4.7088, 1.8267, 4.3550)
H (-1.7468, -5.2499, -0.9790)
C (0.9544, -2.7668, 1.5444)
H (-2.3702, -1.5097, 2.8299)
C (-3.0023, 0.3710, -5.1957)
C (-2.2641, -4.0496, 0.7071)
H (-0.2581, -0.2650, -2.9821)
H (1.7934, 0.6514, 4.5986)
C (3.8028, 3.9759, 1.9303)
C (-3.8138, -2.4734, -2.1277)
H (-3.0112, -3.1052, 3.0610)
Sc (0.4168, 0.0253, 0.4141)
H (-2.7477, 2.3796, -2.4724)
Br (0.3892, 1.8841, -1.9184)

Results of the Mulliken charge analysis, in e, for atoms 1 through 4: 0.45 -0.10 0.17 1.34

---

# C32H32Cl2N2Zn

A structure of composition C32H32Cl2N2Zn in a non-equilibrium geometry (ωB97M-V/def2-TZVPD, OMol25).

Output
**Max |F|**: 2.92 eV/Å
**Net charge**: -2
**Total energy**: -4047.851143 hartree

Positions of all 69 atoms, in Å:
H (0.5611, 4.3440, 5.9599)
C (3.6671, 0.5548, -1.4414)
C (-4.6182, -3.5586, -1.8493)
N (5.1130, -1.2183, -1.5846)
C (5.5054, -2.5823, -1.8568)
C (2.9374, 2.9911, 3.8661)
H (0.6364, -1.8445, -1.3380)
H (2.5336, 1.9707, 1.9826)
C (-6.1395, -0.0761, -1.3522)
C (-3.8115, 0.5544, -1.4846)
Cl (-4.2617, 2.8787, 5.3163)
C (-0.0749, 0.8500, -1.1975)
H (-4.7398, -3.5779, -2.9403)
H (4.6335, -3.6058, -0.1825)
H (-5.3973, 1.7221, -2.3570)
H (5.1213, 1.8235, -2.4091)
C (2.7297, -1.7250, -1.4449)
C (-0.3767, 2.3623, 2.0686)
H (5.6008, -2.7457, -2.9492)
C (-2.8754, -1.7255, -1.5053)
C (1.2278, 0.2604, -1.2881)
C (-2.5492, 1.1069, -1.3862)
C (3.8169, -0.8456, -1.4775)
C (1.4677, -1.1537, -1.3399)
H (-2.4428, 2.1952, -1.3772)
H (-1.8591, 4.1469, 4.5038)
H (-2.5608, 2.8550, 2.2289)
H (-0.3054, 1.8003, 1.1435)
H (3.0439, 4.0015, 5.7829)
H (4.6804, -4.5659, -1.6672)
C (-5.6555, -2.5892, -1.2649)
Zn (-2.6999, 1.4372, 5.5579)
H (-6.9163, -0.0663, -2.1310)
C (2.4043, 1.1062, -1.3408)
C (-1.2014, 3.5817, 3.8339)
H (-0.7841, -1.8453, -1.3757)
C (4.4812, -3.5641, -1.2692)
H (5.2896, 1.7103, -0.6514)
C (2.3918, 3.6464, 4.9915)
H (4.0206, 2.8964, 3.7979)
C (-3.1599, -3.1994, -1.5109)
H (-5.7663, -2.7714, -0.1763)
H (2.3667, -3.7303, -0.8557)
C (1.0174, 3.8462, 5.0994)
H (-2.4958, -3.6888, -2.2337)
C (-3.9629, -0.8439, -1.5545)
H (6.7840, -0.0841, -0.9672)
C (-1.3743, 0.2593, -1.3269)
H (2.7471, -3.5424, -2.5691)
H (-0.0756, 1.9490, -1.1459)
H (6.4960, -2.7650, -1.4185)
C (-1.6141, -1.1532, -1.3930)
H (-2.9071, -3.6105, -0.5210)
Cl (-1.0676, 0.0708, 5.5168)
N (-5.2607, -1.2207, -1.5124)
C (5.9861, -0.0684, -1.7250)
C (-5.1834, 1.1419, -1.4513)
C (5.0335, 1.1444, -1.5543)
H (-6.6541, -0.1096, -0.3795)
H (-4.8299, -4.5681, -1.4780)
C (0.7307, 2.6616, 2.9378)
H (-6.6391, -2.7649, -1.7204)
H (2.2978, 2.1955, -1.3397)
C (-1.5515, 2.9167, 2.6388)
H (-5.3110, 1.8060, -0.5914)
C (3.0148, -3.1947, -1.5578)
C (2.1177, 2.4800, 2.8575)
H (6.4746, -0.0680, -2.7112)
C (0.1926, 3.4061, 4.0714)

Results of the natural (NBO) charge analysis, in e, for atoms 1 through 4: 0.18 -0.06 -0.39 -0.43

---

# C32H32NOZr

A structure of composition C32H32NOZr in a non-equilibrium geometry (ωB97M-V/def2-TZVPD, OMol25).

Output
**Max |F|**: 3.63 eV/Å
**Net charge**: +1
**Total energy**: -1415.460952 hartree
**ΔE to the lowest compared entry with this formula, charge and spin**: 0.0 kcal/mol

Positions of all 67 atoms, in Å:
C (0.0994, -0.7655, 3.2364)
H (0.3564, -5.0747, -2.3554)
H (1.6918, 2.7574, 0.9341)
H (1.4031, -5.2900, 0.4201)
C (0.1087, 0.4179, 5.3553)
N (0.7250, -4.5866, 0.0624)
C (-1.7928, -0.4424, -1.3512)
H (-1.2464, -4.3914, 0.8745)
H (2.0377, -2.4151, -2.2576)
C (0.9317, -3.2516, 0.1957)
H (-0.7298, -5.9947, 0.2820)
C (-0.7298, 4.0204, 4.7740)
H (3.5951, -3.2036, -1.8719)
H (-2.8247, 1.2397, 1.3763)
C (-3.3713, -3.9812, -2.5052)
C (2.3298, -2.7373, 0.5426)
H (0.5085, -1.6919, 5.1463)
C (-0.8147, 4.0572, 3.3678)
C (-2.4297, 0.9292, 0.4126)
H (-0.9032, 4.9215, 5.3538)
C (1.7227, 0.3922, -1.4914)
C (-1.8459, 1.7730, -0.6073)
H (4.9386, -0.7310, -0.5801)
H (2.7751, 0.3564, 1.6817)
C (-2.3749, -0.4345, -0.0528)
C (2.2400, -0.3370, -0.3745)
H (3.0102, -3.6039, 0.6051)
C (0.2644, -0.7616, 4.6408)
C (-2.7403, -4.1950, -1.2698)
H (-0.7430, -4.6862, -4.5633)
C (-0.3282, 1.6713, 3.2811)
H (1.6337, -0.0334, -2.5015)
H (-1.0472, 4.9854, 2.8525)
C (1.4292, 1.7446, -1.0851)
C (4.4277, -1.4622, 0.0619)
C (-0.6064, 2.9079, 2.6232)
C (-1.3951, -4.5913, -1.2181)
C (2.9725, -1.6855, -0.4213)
C (-1.5022, 0.9064, -1.7230)
H (5.0080, -2.3952, 0.0254)
C (-0.6955, -4.7726, -2.4145)
H (-0.6737, 2.9590, 1.5198)
H (3.5750, -1.5365, -2.4979)
H (4.4628, -1.0902, 1.0943)
H (2.3354, -2.3279, 1.5581)
C (-0.1567, 0.4428, 2.6064)
Zr (-0.1260, 0.5513, 0.3217)
H (0.1665, -1.6943, 2.6544)
C (-0.4207, 2.8343, 5.4381)
H (0.2165, 0.4314, 6.4357)
O (-0.0811, -2.5464, 0.0506)
H (-2.8040, -1.3087, 0.4408)
C (-2.6642, -4.1707, -3.6967)
H (-3.2840, -4.0515, -0.3219)
H (0.9979, 2.5152, -1.7238)
C (1.7961, 1.8740, 0.3052)
C (-1.3273, -4.5569, -3.6490)
H (-1.0859, 1.2055, -2.6889)
H (-0.3414, 2.7867, 6.5267)
H (-4.4169, -3.6549, -2.5283)
H (-3.1503, -4.0127, -4.6512)
H (-1.7155, -1.3267, -1.9949)
C (3.0409, -2.2488, -1.8490)
C (2.3240, 0.5949, 0.7173)
C (-0.7190, -4.9248, 0.0878)
H (-1.7184, 2.8558, -0.5667)
C (-0.2074, 1.6357, 4.7168)

Results of the natural (NBO) charge analysis, in e, for atoms 1 through 4: -0.23 0.22 0.28 0.42

---

no.,E_HOMO (eV)
1,-5.1
2,0.9
3,-10.5